# 1
The following is a DFT calculation (ωB97M-V/def2-TZVPD) of C37H28F3MnN7 as an isolated structure.

Last column: Löwdin charge in e.
Atoms and positions in Å:
Mn (0.014, -0.813, 0.085)  0.802
C (-1.458, 1.189, 2.225)  -0.098
N (-1.254, 1.075, 0.781)  -0.080
C (-0.927, 2.327, 0.098)  -0.097
C (-0.230, 1.989, -1.182)  -0.290
N (0.092, 0.763, -1.495)  0.105
C (0.796, 0.844, -2.693)  -0.213
C (1.399, -0.159, -3.447)  -0.002
C (2.074, 0.232, -4.586)  -0.067
C (2.144, 1.580, -4.972)  -0.072
C (1.542, 2.581, -4.235)  -0.007
C (0.870, 2.181, -3.086)  -0.183
N (0.187, 2.886, -2.102)  0.194
C (-0.973, -0.063, 2.888)  -0.301
N (-0.152, -0.896, 2.304)  0.097
C (0.103, -1.902, 3.235)  -0.194
C (0.900, -3.039, 3.136)  0.004
C (0.966, -3.861, 4.242)  -0.067
C (0.258, -3.567, 5.419)  -0.072
C (-0.538, -2.444, 5.527)  -0.008
C (-0.597, -1.621, 4.408)  -0.174
N (-1.279, -0.437, 4.150)  0.186
H (-2.500, 1.389, 2.491)  0.139
H (-0.867, 2.029, 2.601)  0.128
H (-2.073, 0.648, 0.353)  0.106
H (-0.235, 2.897, 0.724)  0.117
H (-1.803, 2.956, -0.091)  0.141
H (1.333, -1.197, -3.147)  0.111
H (2.557, -0.515, -5.202)  0.109
H (2.679, 1.841, -5.875)  0.109
H (1.595, 3.617, -4.539)  0.115
H (0.069, 3.884, -2.054)  0.174
H (1.437, -3.265, 2.224)  0.105
H (1.574, -4.754, 4.207)  0.109
H (0.338, -4.240, 6.262)  0.110
H (-1.084, -2.223, 6.434)  0.115
H (-1.903, 0.043, 4.776)  0.173
C (3.281, 3.689, 0.876)  -0.071
C (3.684, 3.039, -0.283)  -0.059
C (3.317, 1.720, -0.509)  -0.018
C (2.533, 1.071, 0.434)  -0.247
C (2.120, 1.709, 1.596)  -0.039
C (2.509, 3.021, 1.820)  -0.075
N (2.076, -0.264, 0.199)  -0.023
N (2.922, -1.066, -0.232)  0.150
C (2.365, -2.325, -0.536)  -0.299
C (3.240, -3.342, -0.894)  -0.014
C (2.721, -4.593, -1.186)  -0.064
C (1.348, -4.795, -1.131)  -0.055
C (0.478, -3.759, -0.789)  -0.087
C (0.969, -2.501, -0.476)  -0.157
H (3.581, 4.713, 1.053)  0.109
H (4.295, 3.556, -1.012)  0.113
H (3.622, 1.194, -1.405)  0.117
H (1.530, 1.159, 2.319)  0.101
H (2.222, 3.522, 2.735)  0.110
H (4.303, -3.141, -0.933)  0.118
H (3.380, -5.405, -1.461)  0.110
H (0.943, -5.771, -1.364)  0.112
H (-0.588, -3.939, -0.768)  0.088
F (-8.742, -3.450, -2.312)  0.145
C (-7.818, -4.412, -2.134)  -0.588
F (-7.714, -5.069, -3.304)  0.145
F (-8.308, -5.274, -1.233)  0.142
C (-6.496, -3.831, -1.714)  -0.118
C (-5.922, -4.160, -0.498)  0.001
C (-4.704, -3.603, -0.139)  -0.015
C (-4.056, -2.716, -0.998)  -0.249
C (-4.645, -2.396, -2.226)  -0.015
C (-5.859, -2.949, -2.580)  -0.002
C (-2.794, -2.134, -0.639)  -0.093
C (-1.729, -1.628, -0.347)  -0.083
H (-6.424, -4.847, 0.169)  0.122
H (-4.249, -3.854, 0.809)  0.118
H (-4.139, -1.712, -2.893)  0.119
H (-6.315, -2.701, -3.529)  0.129

* multiplicity: 5
* charge: +1
* <S²>: 6.1222
* DFT total energy: -3260.48803 Ha
* E_HOMO (alpha / beta): -10.739 / -10.881 eV
* ΔE to the lowest compared entry with this formula, charge and spin: 0.000 eV

---

# 2
The following is a DFT calculation (ωB97M-V/def2-TZVPD) of C37H28F3N2O6P2S2SeTc as an isolated structure in a non-equilibrium geometry.

Last column: Löwdin charge in e.
Atoms and positions in Å:
Tc (-0.009, -1.895, 0.977)  0.858
N (-0.256, 0.669, -0.984)  -0.212
P (-1.583, 0.959, -0.008)  0.777
C (-3.276, 1.043, -0.727)  -0.250
C (-3.398, 1.239, -2.094)  -0.072
C (-4.657, 1.236, -2.670)  -0.082
C (-5.782, 1.036, -1.884)  -0.088
C (-5.649, 0.852, -0.519)  -0.066
C (-4.396, 0.856, 0.065)  -0.090
C (-1.544, 2.841, -0.011)  -0.252
C (-1.057, 3.658, -1.020)  -0.083
C (-1.309, 5.020, -1.005)  -0.090
C (-2.053, 5.586, 0.017)  -0.101
C (-2.546, 4.781, 1.031)  -0.077
C (-2.296, 3.424, 1.006)  -0.080
P (0.519, -0.895, -1.095)  0.898
C (0.004, -1.068, -2.848)  -0.321
C (0.693, -0.385, -3.845)  -0.092
C (0.133, -0.244, -5.101)  -0.091
C (-1.119, -0.773, -5.369)  -0.097
C (-1.794, -1.478, -4.386)  -0.079
C (-1.236, -1.627, -3.127)  -0.082
C (2.280, -0.493, -1.204)  -0.358
C (2.824, 0.592, -0.524)  -0.082
C (4.196, 0.735, -0.438)  -0.081
C (5.034, -0.219, -0.994)  -0.089
C (4.497, -1.317, -1.648)  -0.077
C (3.126, -1.454, -1.760)  -0.115
H (0.354, 1.473, -1.058)  0.051
H (-2.509, 1.372, -2.697)  0.105
H (-4.756, 1.389, -3.737)  0.098
H (-6.761, 1.018, -2.344)  0.096
H (-6.516, 0.685, 0.100)  0.108
H (-4.276, 0.667, 1.120)  0.095
H (-0.487, 3.231, -1.833)  0.098
H (-0.932, 5.647, -1.800)  0.097
H (-2.258, 6.649, 0.017)  0.095
H (-3.130, 5.212, 1.835)  0.102
H (-2.706, 2.785, 1.779)  0.117
H (1.661, 0.045, -3.627)  0.100
H (0.663, 0.303, -5.869)  0.098
H (-1.571, -0.618, -6.339)  0.097
H (-2.768, -1.892, -4.596)  0.105
H (-1.772, -2.153, -2.350)  0.109
H (2.184, 1.313, -0.035)  0.080
H (4.606, 1.586, 0.085)  0.102
H (6.104, -0.117, -0.895)  0.097
H (5.143, -2.077, -2.061)  0.106
H (2.703, -2.314, -2.259)  0.090
F (5.009, -5.941, 0.038)  0.107
C (3.834, -5.378, -0.331)  -0.614
F (2.939, -6.368, -0.249)  0.116
F (3.989, -5.095, -1.641)  0.114
C (3.504, -4.180, 0.500)  -0.152
C (4.466, -3.614, 1.323)  -0.010
C (4.095, -2.538, 2.123)  -0.065
C (2.795, -2.083, 2.082)  -0.135
N (1.853, -2.587, 1.259)  -0.208
C (2.215, -3.626, 0.427)  -0.736
S (1.022, -4.108, -0.671)  0.677
H (5.473, -3.999, 1.338)  0.116
H (4.806, -2.079, 2.793)  0.100
H (2.470, -1.274, 2.725)  0.091
O (0.555, 2.112, 1.326)  0.067
C (-0.118, 1.411, 2.051)  -0.483
O (-1.248, 0.808, 1.598)  -0.153
C (0.155, 1.166, 3.459)  -0.156
C (0.586, 2.279, 4.196)  -0.033
C (0.777, 2.202, 5.555)  -0.106
C (0.565, 0.984, 6.202)  -0.098
C (0.203, -0.125, 5.485)  -0.139
C (0.000, -0.086, 4.093)  -0.592
S (-0.318, -1.612, 3.352)  0.674
H (0.735, 3.212, 3.668)  0.116
H (1.077, 3.076, 6.114)  0.090
H (0.701, 0.904, 7.271)  0.097
H (0.073, -1.074, 5.976)  0.089
O (-2.026, -3.149, 1.232)  -0.524
Se (-2.996, -1.911, 1.004)  0.740
O (-4.226, -2.237, 0.086)  -0.406
O (-1.894, -0.831, 0.039)  -0.629
O (-3.394, -1.136, 2.308)  -0.429

* multiplicity: 2
* charge: -1
* <S²>: 1.1142
* DFT total energy: -6248.69782 Ha
* E_HOMO (alpha / beta): -4.344 / -4.263 eV
* ΔE to the lowest compared entry with this formula, charge and spin: 3.954 eV